# C22H30N2O6S2

C22H30N2O6S2 in the gas phase (ωB97M-V/def2-TZVPD, the Open Molecules 2025 dataset).

Output
E_LUMO = 0.138 eV
molecular weight = 482.6 g/mol
orbital gap = 8.31 eV
E_HOMO = -8.176 eV
SMILES string = CCOC(=O)c1sc2sc(C(=O)OCC)c(CN3CCOCC3)c2c1CN1CCOCC1

```
! wB97M-V def2-TZVPD RIJCOSX def2/J DEFGRID3
* xyz 0 1
C 6.475 0.892 -0.161
C 5.657 0.745 -1.435
O 4.262 0.617 -1.147
C 3.591 1.756 -0.934
O 4.090 2.855 -1.002
C 2.179 1.574 -0.598
S 1.373 3.100 -0.278
C -0.070 2.244 0.062
S -1.634 2.757 0.539
C -2.154 1.083 0.567
C -3.545 0.839 0.934
O -4.080 -0.244 1.005
O -4.166 1.998 1.191
C -5.552 1.935 1.526
C -6.420 1.865 0.278
C -1.168 0.188 0.227
C -1.351 -1.295 0.185
N -1.251 -1.805 -1.185
C -1.404 -3.252 -1.254
C -2.865 -3.710 -1.147
O -3.664 -3.090 -2.132
C -3.605 -1.683 -2.004
C -2.160 -1.187 -2.141
C 0.052 0.857 -0.070
C 1.367 0.476 -0.459
C 1.775 -0.944 -0.676
N 1.837 -1.674 0.588
C 2.199 -3.063 0.364
C 2.147 -3.810 1.697
O 3.028 -3.241 2.635
C 2.721 -1.882 2.838
C 2.779 -1.091 1.531
H 6.297 0.050 0.504
H 6.203 1.811 0.351
H 7.532 0.928 -0.411
H 5.805 1.614 -2.083
H 5.918 -0.170 -1.971
H -5.723 1.057 2.158
H -5.746 2.848 2.092
H -6.210 2.710 -0.373
H -6.221 0.943 -0.263
H -7.468 1.886 0.563
H -0.525 -1.749 0.743
H -2.302 -1.544 0.669
H -1.009 -3.570 -2.225
H -0.813 -3.715 -0.461
H -3.263 -3.481 -0.147
H -2.943 -4.784 -1.323
H -4.020 -1.379 -1.032
H -4.227 -1.279 -2.804
H -1.793 -1.449 -3.139
H -2.121 -0.103 -2.028
H 1.003 -1.426 -1.285
H 2.737 -0.975 -1.205
H 1.492 -3.507 -0.339
H 3.216 -3.150 -0.058
H 2.458 -4.848 1.572
H 1.117 -3.781 2.087
H 3.455 -1.505 3.551
H 1.712 -1.788 3.267
H 2.498 -0.054 1.724
H 3.808 -1.111 1.133
*
```



# C3H7N2P

C3H7N2P in the gas phase at a distorted geometry (ωB97M-V/def2-TZVPD, the Open Molecules 2025 dataset).

Output
E_LUMO (alpha / beta) = 0.986 / -1.468 eV
molecular weight = 102.1 g/mol
expectation value of S² = 2.01
orbital gap (alpha / beta) = 7.39 / 8.06 eV
E_HOMO (alpha / beta) = -6.408 / -9.528 eV

```
! wB97M-V def2-TZVPD RIJCOSX def2/J DEFGRID3
* xyz 0 3
C -1.052 -0.552 0.560
C -0.218 0.365 -0.373
C 0.836 -0.359 -1.193
N -1.063 -0.041 1.917
N -0.435 0.943 2.202
P 0.427 1.704 0.817
H -2.121 -0.532 0.150
H -0.622 -1.616 0.699
H -0.885 0.815 -1.204
H 1.913 -0.654 -0.789
H 1.173 0.160 -2.159
H 0.284 -1.266 -1.435
H 1.762 1.033 0.809
*
```



# C32H90F6NO34S2Tl

A molecular structure, C32H90F6NO34S2Tl at a distorted geometry (ωB97M-V/def2-TZVPD, the Open Molecules 2025 dataset).

Output
E_LUMO = -11.797 eV
molecular weight = 1415.5 g/mol
orbital gap = 1.72 eV
E_HOMO = -13.520 eV

```
! wB97M-V def2-TZVPD RIJCOSX def2/J DEFGRID3
* xyz 2 1
Tl -19.463 -1.111 14.760
C -24.176 -0.984 13.398
F -25.225 -1.526 12.807
F -24.231 0.339 13.426
F -24.091 -1.552 14.608
S -22.574 -1.420 12.316
O -22.062 -2.562 13.024
O -23.174 -1.664 11.006
N -21.325 -0.196 12.649
S -21.526 0.643 11.374
O -21.027 0.004 10.181
O -22.806 1.272 11.271
C -20.230 2.077 11.681
F -20.649 2.973 12.546
F -19.124 1.454 12.111
F -20.026 2.769 10.554
C -21.296 -1.658 7.580
C -20.723 -2.136 6.233
O -20.547 -3.496 6.223
O -22.628 -1.950 7.818
H -21.108 -0.585 7.599
H -20.697 -2.209 8.306
H -19.800 -1.673 5.886
H -21.541 -1.989 5.527
H -20.452 -3.749 5.302
H -22.822 -1.568 8.677
C -25.748 0.774 17.110
C -25.740 2.317 16.783
O -26.073 2.554 15.436
O -24.541 0.026 16.765
H -26.569 0.255 16.614
H -26.012 0.676 18.162
H -24.767 2.776 16.955
H -26.573 2.876 17.208
H -27.015 2.371 15.448
H -24.665 -0.859 17.116
C -18.108 -3.805 12.282
C -18.443 -2.602 11.314
O -18.374 -1.341 11.996
O -19.121 -3.913 13.353
H -17.098 -3.527 12.583
H -18.101 -4.722 11.693
H -19.454 -2.737 10.928
H -17.719 -2.563 10.500
H -17.956 -0.723 11.391
H -19.014 -4.764 13.783
C -20.623 2.130 16.022
C -21.958 1.605 15.469
O -22.037 0.235 15.566
O -19.513 1.865 15.206
H -20.438 1.697 17.005
H -20.743 3.211 16.096
H -22.092 1.774 14.401
H -22.759 2.028 16.075
H -22.919 0.078 15.911
H -19.153 2.678 14.845
C -18.108 0.069 8.637
C -16.970 -0.164 7.719
O -16.134 0.939 7.356
O -17.797 0.388 9.987
H -18.713 -0.837 8.650
H -18.809 0.815 8.266
H -17.470 -0.469 6.800
H -16.289 -0.983 7.950
H -15.829 1.230 8.219
H -17.986 1.328 10.022
C -23.249 4.525 12.213
C -24.333 3.987 13.153
O -24.512 4.540 14.460
O -23.605 5.854 11.751
H -23.242 3.817 11.385
H -22.243 4.523 12.633
H -24.169 2.926 13.341
H -25.309 4.084 12.678
H -24.825 3.779 14.955
H -24.483 5.786 11.369
C -25.254 -5.009 12.638
C -24.551 -4.966 14.020
O -25.045 -6.012 14.840
O -24.677 -6.065 11.956
H -24.884 -4.184 12.029
H -26.341 -5.069 12.678
H -24.751 -4.024 14.532
H -23.476 -5.034 13.850
H -24.602 -6.848 14.673
H -25.224 -6.834 12.134
C -15.481 3.568 9.426
C -16.601 4.198 10.253
O -16.288 4.102 11.629
O -15.542 2.173 9.708
H -14.535 3.997 9.758
H -15.677 3.743 8.368
H -17.549 3.670 10.147
H -16.749 5.267 10.101
H -16.401 3.199 11.935
H -15.124 1.952 10.543
C -26.451 -2.204 8.800
C -27.080 -2.514 10.184
O -28.471 -2.604 9.955
O -26.914 -0.949 8.271
H -26.768 -2.970 8.092
H -25.362 -2.199 8.863
H -26.963 -1.674 10.868
H -26.753 -3.361 10.787
H -28.675 -3.444 9.536
H -27.755 -1.102 7.833
C -24.052 -3.175 18.411
C -24.737 -2.291 19.430
O -26.119 -2.373 19.391
O -24.440 -2.777 17.099
H -24.139 -4.230 18.668
H -22.964 -3.109 18.425
H -24.513 -1.271 19.119
H -24.487 -2.527 20.465
H -26.490 -2.601 18.536
H -25.321 -3.075 16.862
C -20.390 3.351 7.459
C -20.863 2.502 6.213
O -19.746 1.642 5.736
O -19.096 3.817 7.320
H -20.479 2.690 8.321
H -21.017 4.227 7.630
H -21.069 3.175 5.381
H -21.806 1.973 6.352
H -20.051 1.259 4.911
H -18.741 3.232 6.646
C -27.899 0.509 13.612
C -29.002 1.074 14.460
O -28.661 2.038 15.380
O -27.357 1.495 12.780
H -28.146 -0.408 13.077
H -27.141 0.260 14.355
H -29.481 0.269 15.016
H -29.720 1.452 13.732
H -29.443 2.253 15.893
H -26.579 1.878 13.192
C -20.726 -5.151 9.446
C -21.795 -5.154 10.523
O -22.313 -6.501 10.734
O -19.673 -6.053 9.918
H -20.405 -4.109 9.445
H -21.092 -5.392 8.448
H -22.559 -4.510 10.087
H -21.495 -4.702 11.468
H -23.218 -6.402 11.040
H -19.919 -6.977 9.833
C -21.443 -4.294 15.904
C -20.265 -4.385 16.851
O -19.139 -3.776 16.290
O -21.845 -2.890 15.906
H -22.218 -4.888 16.389
H -21.143 -4.714 14.944
H -20.149 -5.441 17.093
H -20.475 -3.907 17.808
H -18.413 -4.402 16.231
H -22.771 -2.873 16.159
C -18.831 5.282 13.975
C -18.241 6.646 13.761
O -19.144 7.706 13.586
O -19.196 4.985 15.285
H -18.219 4.446 13.638
H -19.736 5.374 13.374
H -17.595 6.484 12.898
H -17.638 6.806 14.655
H -19.697 7.457 12.842
H -20.083 5.346 15.363
*
```



# C24H41ClO2S4SbZr

A molecular structure, C24H41ClO2S4SbZr (ωB97M-V/def2-TZVPD, the Open Molecules 2025 dataset).

Output
E_LUMO = -9.961 eV
molecular weight = 738.3 g/mol
orbital gap = 6.72 eV
E_HOMO = -16.685 eV

```
! wB97M-V def2-TZVPD RIJCOSX def2/J DEFGRID3
* xyz 3 1
Zr -0.602 -0.026 0.253
C -0.980 3.128 -0.423
C -0.697 3.060 1.109
S 0.462 1.745 1.758
C -0.497 0.842 3.083
C -0.087 -0.643 3.304
S 0.545 -1.650 1.861
C -0.622 -3.032 1.375
C -1.286 -3.061 -0.042
S -0.659 -1.935 -1.409
C -2.097 -0.798 -1.866
C -1.801 0.697 -2.287
S -0.418 1.752 -1.554
H -0.441 3.971 -0.853
H -2.042 3.283 -0.589
H -1.626 2.942 1.657
H -0.232 3.997 1.409
H -1.558 0.952 2.878
H -0.287 1.371 4.012
H -0.928 -1.172 3.748
H 0.751 -0.692 3.996
H -1.405 -3.065 2.127
H 0.008 -3.911 1.489
H -2.351 -2.872 0.039
H -1.140 -4.056 -0.459
H -2.854 -0.872 -1.088
H -2.527 -1.252 -2.758
H -2.734 1.246 -2.178
H -1.511 0.697 -3.335
C 2.933 1.559 -3.313
C 2.745 0.109 -2.886
C 1.672 -0.607 -3.698
Sb 2.385 -0.164 -0.769
C 3.401 -2.041 -0.399
C 2.498 -3.243 -0.661
C 4.678 -2.159 -1.233
C 3.548 1.315 0.294
C 5.054 1.149 0.111
C 3.102 2.737 -0.046
H 3.093 1.590 -4.393
H 3.810 2.009 -2.850
H 2.066 2.185 -3.098
H 3.692 -0.416 -3.021
H 0.686 -0.149 -3.561
H 1.598 -1.670 -3.457
H 1.905 -0.531 -4.762
H 3.656 -1.992 0.662
H 2.211 -3.308 -1.713
H 1.590 -3.235 -0.053
H 3.029 -4.166 -0.418
H 4.449 -2.339 -2.284
H 5.250 -3.020 -0.883
H 5.326 -1.288 -1.164
H 3.298 1.098 1.337
H 5.351 1.254 -0.934
H 5.416 0.191 0.482
H 5.570 1.929 0.675
H 3.520 3.068 -0.994
H 3.455 3.429 0.722
H 2.014 2.855 -0.123
Cl -8.573 0.403 3.169
C -6.983 0.320 2.582
C -6.458 1.403 1.866
C -5.172 1.334 1.392
C -4.393 0.185 1.626
C -4.936 -0.896 2.347
C -6.223 -0.830 2.822
C -3.057 0.116 1.140
O -2.280 -0.910 1.320
O -2.482 1.069 0.476
H -7.073 2.276 1.696
H -4.758 2.165 0.836
H -4.340 -1.781 2.528
H -6.658 -1.649 3.377
*
```